Below is a structure of composition C34H31I2N2OPPt in a non-equilibrium geometry, with properties calculated with the ωB97M-V functional and the def2-TZVPD basis.

Positions of all 72 atoms, in Å:
Pt  -0.4707  -0.7472  0.7014
I  -7.4173  2.0654  -1.2917
C  -5.4740  1.2579  -1.1567
C  -5.2354  -0.0285  -1.6158
C  -3.9515  -0.5243  -1.5470
I  -3.5099  -2.4559  -2.2304
C  -2.8496  0.2185  -1.0439
O  -1.6513  -0.2615  -1.1052
C  -3.1640  1.5079  -0.5209
C  -2.0694  2.3229  0.1123
N  -1.3864  1.6154  1.2023
C  -2.2340  1.3164  2.3566
C  -3.0256  0.0564  2.1152
C  -4.4079  0.0384  2.1109
C  -5.0730  -1.1530  1.8741
C  -4.3223  -2.2932  1.6281
C  -2.9468  -2.2001  1.6492
N  -2.2967  -1.0554  1.8981
C  -4.4503  2.0104  -0.6061
H  -6.0372  -0.6381  -2.0097
H  -1.3126  2.5478  -0.6389
H  -2.4871  3.2771  0.4653
H  -0.6056  2.1865  1.5058
H  -1.5648  1.1377  3.2002
H  -2.9149  2.1401  2.6088
H  -4.9549  0.9533  2.2906
H  -6.1539  -1.1940  1.8738
H  -4.7925  -3.2467  1.4368
H  -2.3203  -3.0668  1.4866
H  -4.6576  3.0062  -0.2307
C  1.5235  -2.8871  -2.1504
C  2.4697  -1.8089  -2.5991
C  3.2488  -1.9672  -3.7407
C  4.1333  -0.9830  -4.1498
C  4.2712  0.1815  -3.4083
C  3.5148  0.3554  -2.2626
C  2.6137  -0.6274  -1.8576
P  1.6230  -0.4286  -0.3362
C  1.7717  1.3504  0.0633
C  2.2941  1.7313  1.2986
C  2.3020  3.0610  1.6890
C  1.7844  4.0264  0.8400
C  1.2489  3.6558  -0.3842
C  1.2134  2.3248  -0.7900
C  0.5469  1.9580  -2.0890
C  2.6982  -1.2690  0.8712
C  4.0894  -1.2862  0.7446
C  4.8660  -1.9266  1.6930
C  4.2499  -2.5723  2.7583
C  2.8703  -2.5738  2.8659
C  2.0680  -1.9169  1.9301
C  0.5728  -1.9168  2.0702
H  1.3339  -3.6018  -2.9496
H  0.5691  -2.4670  -1.8256
H  1.9475  -3.4299  -1.3009
H  3.1649  -2.8812  -4.3165
H  4.7179  -1.1221  -5.0501
H  4.9685  0.9495  -3.7161
H  3.6329  1.2526  -1.6681
H  2.7016  0.9701  1.9523
H  2.7088  3.3443  2.6513
H  1.7934  5.0690  1.1319
H  0.8212  4.4101  -1.0347
H  0.0013  2.8061  -2.5014
H  -0.1481  1.1251  -1.9316
H  1.2765  1.6389  -2.8302
H  4.5615  -0.7980  -0.0969
H  5.9446  -1.9250  1.6015
H  4.8495  -3.0758  3.5063
H  2.3983  -3.0825  3.6989
H  0.3079  -1.5063  3.0514
H  0.2127  -2.9504  2.0529

Calculated values
- highest occupied orbital energy (eV) = -7.10
- calculated total energy (hartree) = -2555.06948
- LUMO level (eV) = 0.12
- ΔE to the lowest compared entry with this formula, charge and spin (kJ/mol) = 0.00
- frontier orbital gap (eV) = 7.224

=====

Below is an isolated molecule of C5H7N, with properties calculated with the ωB97M-V functional and the def2-TZVPD basis.

Positions of all 13 atoms, in Å:
C  -1.1261  1.2987  0.2846
C  -0.3733  0.0709  0.7256
C  -0.6327  -1.1399  0.1036
C  0.5362  -1.5231  -0.5929
C  1.5120  -0.5942  -0.2930
N  0.9823  0.2935  0.5887
H  -0.8862  2.2222  0.8190
H  -0.7274  1.4107  -0.7400
H  -2.2022  1.1636  0.1948
H  -1.6120  -1.6008  0.0397
H  0.6133  -2.3065  -1.3332
H  2.5104  -0.4539  -0.6793
H  1.4059  1.1590  0.8824

Calculated values
- highest occupied orbital energy (eV) = -7.83
- SMILES = Cc1ccc[nH]1
- calculated total energy (hartree) = -249.42769
- LUMO level (eV) = 1.03
- ΔE to the lowest compared entry with this formula, charge and spin (kJ/mol) = 119.58
- frontier orbital gap (eV) = 8.858

=====

Below is a cluster of 2 separate species, C4H8NS in total in a non-equilibrium geometry, with properties calculated with the ωB97M-V functional and the def2-TZVPD basis.

Positions of all 14 atoms, in Å:
C  3.4818  0.3381  0.1563
C  3.1333  0.1256  -1.0878
C  -3.5997  0.2563  0.4373
C  -0.8558  -0.1058  0.1812
N  2.5782  -0.8049  -0.2248
S  -2.2308  0.2095  -0.7664
H  3.9447  0.8231  1.0166
H  2.9822  0.6221  -2.0207
H  -3.3237  0.6728  1.3920
H  -4.1094  -0.7763  0.5138
H  -4.3787  0.9037  -0.1461
H  0.1660  0.0401  -0.2347
H  -0.8728  -0.5801  1.1193
H  3.0845  -1.7242  -0.3361

Calculated values
- highest occupied orbital energy (alpha / beta) (eV) = -11.26 / -11.26
- calculated total energy (hartree) = -609.67734
- LUMO level (alpha / beta) (eV) = -6.66 / -6.66
- ΔE to the lowest compared entry with this formula, charge and spin (kJ/mol) = 505.70
- frontier orbital gap (alpha / beta) (eV) = 4.601 / 4.600
- net charge = +1

=====

Below is a structure of composition C5H8O2, with properties calculated with the ωB97M-V functional and the def2-TZVPD basis.

Positions of all 15 atoms, in Å:
O  -0.1152  -0.4967  2.1595
C  -0.2243  -0.2012  0.9982
C  -1.4644  -0.3044  0.1176
C  -0.9343  0.6177  -0.9864
C  0.4374  0.0281  -1.3462
C  0.7174  0.5828  0.0618
O  -0.2394  1.6499  -0.2184
H  1.8686  -0.9377  2.0945
H  2.3974  -1.1844  1.6310
H  -1.6406  -1.3379  -0.2012
H  -2.3387  0.0716  0.6505
H  -1.6346  1.0191  -1.7178
H  0.5302  -1.0425  -1.5532
H  0.9444  0.6306  -2.1035
H  1.6962  0.9050  0.4137

Calculated values
- highest occupied orbital energy (eV) = -9.41
- calculated total energy (hartree) = -345.69816
- LUMO level (eV) = 0.93
- ΔE to the lowest compared entry with this formula, charge and spin (kJ/mol) = 280.39
- frontier orbital gap (eV) = 10.344

=====

Below is a cluster of 2 separate species, C9H14 in total in a non-equilibrium geometry, with properties calculated with the ωB97M-V functional and the def2-TZVPD basis.

Positions of all 23 atoms, in Å:
C  -1.0410  1.5298  -0.5911
C  0.3708  1.0461  -0.8625
C  0.8549  0.9249  -2.1640
C  2.1635  0.5626  -2.4503
C  3.0517  0.3478  -1.3775
C  2.5303  0.4065  -0.0831
C  1.1581  0.5653  0.1625
H  -0.9803  2.6300  -0.5990
H  -1.4474  1.0856  0.3314
H  -1.7638  1.2475  -1.3603
H  0.1109  1.0882  -2.9738
H  2.5299  0.7661  -3.4610
H  4.0712  0.1568  -1.6904
H  3.2009  0.0960  0.7246
H  0.7957  0.7417  1.1863
C  -2.4350  -2.2452  1.6776
C  -1.5081  -1.0651  2.1007
H  -3.2327  -2.2211  2.4173
H  -2.8138  -2.0558  0.6673
H  -1.8561  -3.1495  1.6961
H  -1.0968  -0.4837  1.2760
H  -0.6690  -1.6214  2.6086
H  -1.9938  -0.3531  2.7646

Calculated values
- highest occupied orbital energy (eV) = -9.05
- SMILES = Cc1ccccc1.CC
- calculated total energy (hartree) = -351.29499
- LUMO level (eV) = 1.01
- ΔE to the lowest compared entry with this formula, charge and spin (kJ/mol) = 92.43
- frontier orbital gap (eV) = 10.061

=====

Below is an isolated molecule of C4H5ClO in a non-equilibrium geometry, with properties calculated with the ωB97M-V functional and the def2-TZVPD basis.

Positions of all 11 atoms, in Å:
C  -1.1398  -1.7300  0.3865
C  -0.1457  -0.9796  -0.1383
O  0.4431  -0.6805  -1.2893
C  0.7244  0.1950  -0.1509
C  0.3052  1.5862  -0.1187
Cl  2.3967  -0.0179  0.3712
H  -1.6820  -2.5788  -0.2745
H  -1.2754  -1.5841  1.4462
H  -0.1994  1.6722  0.8368
H  -0.5700  1.9728  -0.7931
H  1.1429  2.1447  -0.2759

Calculated values
- highest occupied orbital energy (eV) = -9.36
- SMILES = C=C1O[C@]1(C)Cl
- calculated total energy (hartree) = -690.74759
- LUMO level (eV) = 0.86
- ΔE to the lowest compared entry with this formula, charge and spin (kJ/mol) = 192.96
- frontier orbital gap (eV) = 10.218